CH3N4Si | ωB97M-V with the def2-TZVPD basis set

```
! RIJCOSX wB97M-V def2-TZVPD def2/J DEFGRID3
* xyz -1 1
N -3.037 -0.778 0.163
N -1.889 -0.664 0.520
H 0.105 -0.041 -1.606
H 0.654 1.147 0.482
Si -0.254 0.047 -0.087
N -2.358 2.237 0.083
N -4.034 -1.101 -0.253
C -1.468 1.554 -0.162
H 0.343 -1.125 0.723
*
```

Properties
Highest occupied orbital energy (eV): -4.8
Total energy (Eh): -548.38397
LUMO level (eV): 4.3
Strongest force on any atom (eV/A): 2.855
M (g mol⁻¹): 99.15
HOMO-LUMO gap (Eh): 0.33540